Entry from OMol25: a cluster of 11 separate species, C51H94N14O6PS in total (ωB97M-V with the def2-TZVPD basis set).

Geometry as XYZ:
```
167
Properties=species:S:1:pos:R:3
C 1.5832 0.1508 -2.0765
C 0.1986 -0.0950 -2.5319
O -0.1597 -0.7337 -3.5012
O -0.7031 0.5762 -1.7413
C -2.0542 0.2719 -1.9196
N -2.6248 1.1272 -3.0299
C -1.6875 2.1728 -3.5083
C -2.4620 3.1538 -4.3723
O -1.6313 4.0681 -5.0178
C -0.7372 3.5596 -5.9947
C -1.4010 2.9271 -7.2326
C -1.4576 1.4109 -7.1567
O -2.6857 3.4856 -7.4590
C -3.3531 3.9694 -3.4313
P -2.6109 5.4504 -2.5943
N -3.7348 6.5352 -2.4238
N -3.8123 3.0344 -2.3285
C -3.8072 1.7254 -2.7047
N -4.9637 1.0649 -2.7847
S -5.2504 -0.5723 -3.2800
C -5.1665 -1.4502 -1.7772
O -4.2789 -0.9889 -4.2274
O -6.6121 -0.5074 -3.7034
H 1.8178 1.1899 -2.3100
H 1.6826 0.0575 -1.0004
H 2.2827 -0.4706 -2.6158
H -2.5458 0.4852 -0.9741
H -2.1986 -0.7804 -2.1403
H -0.9038 1.6746 -4.0603
H -1.2600 2.7379 -2.6830
H -3.1063 2.6404 -5.0905
H -0.1594 4.4171 -6.3169
H -0.0196 2.8483 -5.5853
H -0.7703 3.1634 -8.0884
H -0.4512 1.0023 -7.1838
H -1.9962 1.0020 -8.0069
H -1.9173 1.0537 -6.2366
H -3.3367 2.7788 -7.4549
H -4.2541 4.3227 -3.9207
H -1.5306 5.8769 -3.3655
H -2.1185 4.9713 -1.3699
H -3.8990 6.7582 -1.4505
H -4.7374 3.3029 -2.0094
H -5.8118 1.5602 -2.5411
H -5.0842 -0.7558 -0.9464
H -4.3734 -2.1893 -1.7954
H -6.1125 -1.9744 -1.6977
C -0.1878 1.3596 1.6722
C 0.4282 0.5313 2.7946
C 1.7769 1.0788 3.2639
C 2.7322 1.0798 2.1562
N 3.4501 1.0752 1.2489
H 0.4486 1.3636 0.7855
H -1.1558 0.9461 1.3805
H -0.3442 2.3953 1.9837
H 0.5635 -0.4928 2.4542
H -0.2614 0.5057 3.6401
H 2.1786 0.4672 4.0720
H 1.6726 2.0974 3.6391
C -2.2319 -3.0791 1.3267
C -2.9755 -2.7171 2.6033
C -4.3561 -2.1196 2.3178
C -4.2582 -0.8923 1.5361
N -4.1815 0.0779 0.9104
H -2.0316 -2.1939 0.7186
H -1.2722 -3.5287 1.5608
H -2.8049 -3.7875 0.7265
H -2.3852 -2.0120 3.1911
H -3.1098 -3.6085 3.2164
H -4.8844 -1.8840 3.2422
H -4.9639 -2.8314 1.7549
C -2.8685 3.0255 4.7335
C -3.1803 2.2417 6.0053
C -2.0966 2.3812 7.0851
C -0.8015 1.8840 6.6269
N 0.2183 1.4748 6.2646
H -1.9556 2.6653 4.2545
H -3.6802 2.9198 4.0134
H -2.7432 4.0893 4.9449
H -3.3095 1.1869 5.7623
H -4.1236 2.5833 6.4264
H -2.3811 1.8153 7.9722
H -1.9759 3.4256 7.3760
C 4.4557 0.3078 5.9052
C 4.0585 -0.9342 6.6953
C 4.5509 -2.2337 6.0491
C 3.9891 -2.4189 4.7130
N 3.5391 -2.5661 3.6580
H 4.0092 0.3034 4.9096
H 4.1126 1.2087 6.4137
H 5.5395 0.3786 5.7904
H 2.9789 -0.9734 6.7999
H 4.4755 -0.8681 7.7035
H 4.2636 -3.0936 6.6553
H 5.6390 -2.2332 5.9620
C 2.8767 -5.4886 0.6302
C 3.7412 -4.5111 -0.1573
C 3.9015 -3.1557 0.5427
C 2.6197 -2.4846 0.7325
N 1.6160 -1.9294 0.8833
H 1.8594 -5.1128 0.7472
H 2.8160 -6.4470 0.1159
H 3.2895 -5.6658 1.6243
H 3.3106 -4.3574 -1.1485
H 4.7333 -4.9391 -0.3040
H 4.5397 -2.4915 -0.0406
H 4.3615 -3.2811 1.5242
C -2.1355 -2.1257 7.7345
C -2.9185 -2.2774 9.0330
C -4.4130 -2.0036 8.8517
C -4.6434 -0.6400 8.3884
N -4.8257 0.4417 8.0249
H -2.1894 -1.1059 7.3490
H -1.0841 -2.3553 7.8942
H -2.5187 -2.8006 6.9668
H -2.5151 -1.6004 9.7889
H -2.7975 -3.2909 9.4185
H -4.9516 -2.1369 9.7903
H -4.8396 -2.6925 8.1209
C 2.3740 1.1058 10.5579
C 1.9758 -0.1428 11.3362
C 2.4413 -1.4371 10.6572
C 1.8581 -1.5764 9.3264
N 1.4023 -1.6860 8.2691
H 1.9118 1.1225 9.5697
H 2.0549 2.0037 11.0855
H 3.4563 1.1599 10.4282
H 0.8916 -0.1691 11.4578
H 2.4075 -0.1050 12.3369
H 2.1554 -2.3091 11.2456
H 3.5280 -1.4440 10.5560
C 2.7269 1.1929 -7.6007
C 3.8482 1.9870 -8.2590
C 4.2715 3.2087 -7.4364
C 3.1588 4.1378 -7.2601
N 2.2703 4.8650 -7.1216
H 1.8243 1.7997 -7.5044
H 2.4731 0.3157 -8.1958
H 3.0180 0.8513 -6.6054
H 3.5312 2.3096 -9.2523
H 4.7207 1.3462 -8.3927
H 5.0857 3.7392 -7.9288
H 4.6287 2.9026 -6.4527
C -5.4034 -4.4178 -5.1352
C -4.1088 -5.2135 -5.0177
C -4.0801 -6.1311 -3.7871
C -4.1977 -5.3613 -2.5538
N -4.2919 -4.7183 -1.5973
H -5.5375 -3.7466 -4.2858
H -5.3957 -3.8045 -6.0348
H -6.2695 -5.0795 -5.1859
H -3.2603 -4.5284 -4.9767
H -3.9775 -5.8312 -5.9063
H -3.1477 -6.6943 -3.7454
H -4.9022 -6.8473 -3.8218
C 7.7372 2.1681 -10.3512
C 9.1183 2.2030 -9.7076
C 9.1927 1.3858 -8.4117
C 8.2632 1.8932 -7.4067
N 7.5164 2.2960 -6.6213
H 6.9840 2.6097 -9.6963
H 7.7338 2.7326 -11.2826
H 7.4337 1.1443 -10.5780
H 9.3988 3.2362 -9.4987
H 9.8566 1.8073 -10.4057
H 10.1975 1.4212 -7.9907
H 8.9480 0.3402 -8.6044
```

Results
Total energy ... -3956.91327 a.u.
Net charge ... +1
E_HOMO ... -0.3939 Ha
Gap between HOMO and LUMO ... 7.847 eV
Multiplicity ... 1

***

Entry from OMol25: a cluster of 11 separate species, C51H95BIN13O4PS in total (ωB97M-V with the def2-TZVPD basis set).

Geometry as XYZ:
```
167
Properties=species:S:1:pos:R:3
C 3.8079 -0.0547 0.9611
C 2.5620 -1.1698 0.8696
C 1.7287 -1.0046 -0.5057
N 1.2555 -2.2271 -1.2346
C 2.2898 -3.3720 -1.2959
P 4.0596 -2.7686 -1.8025
S 5.2682 -4.2868 -2.2283
C 1.8451 -4.3910 -2.4968
I 2.3709 -3.6442 -4.5352
N 0.3972 -4.7476 -2.5840
C -0.4527 -4.2713 -1.4401
B -0.4106 -5.3979 -0.2652
O -1.5169 -6.4117 -0.1377
O 0.6975 -5.5736 0.7390
C -0.1611 -2.6892 -0.9823
C -1.0811 -1.9034 -2.1586
N -0.9335 -0.4311 -2.2091
C -0.8955 -2.2198 0.3751
C -0.3010 -2.6144 1.8208
O -0.4877 -1.4562 2.7573
C -1.8541 -1.4508 3.3094
O -1.9901 -1.9625 4.5622
H 4.0901 0.4000 -0.0791
H 3.6400 0.7369 1.8146
H 4.7488 -0.7016 1.3095
H 1.8403 -0.8413 1.7628
H 2.9426 -2.2371 1.1464
H 2.4584 -0.4297 -1.2606
H 0.8708 -0.1998 -0.3006
H 1.2561 -1.9236 -2.2606
H 2.4274 -3.8814 -0.2399
H 4.0572 -1.7483 -2.8180
H 4.6961 -2.1545 -0.6282
H 2.4819 -5.3877 -2.3513
H -0.0233 -4.5639 -3.5256
H -1.5769 -4.3164 -1.8494
H -2.0249 -6.4744 -0.9990
H 0.2987 -5.8568 1.6149
H -0.7509 -2.4273 -3.1787
H -2.2186 -2.2168 -2.0058
H -1.3921 0.1059 -1.4492
H 0.0029 -0.0716 -2.4778
H -2.0158 -2.6324 0.3297
H -1.0278 -1.0328 0.3656
H 0.7793 -3.0629 1.8532
H -1.0080 -3.4640 2.2745
H -2.8063 -0.9924 2.7724
C 6.0362 1.2441 5.7432
C 5.0509 2.4058 5.8235
C 4.0461 2.4145 4.6697
C 4.7840 2.5451 3.3473
N 5.3962 2.6534 2.2503
H 6.6532 1.2990 4.8406
H 6.7152 1.2617 6.6016
H 5.5102 0.2826 5.7439
H 5.6132 3.3475 5.8344
H 4.5063 2.3448 6.7722
H 3.3547 3.2565 4.7803
H 3.4579 1.4905 4.6648
C -3.4301 -1.5171 -5.5078
C -4.9279 -1.2288 -5.4836
C -5.2928 -0.0534 -4.5747
C -4.8735 -0.3595 -3.1461
N -4.5257 -0.6133 -1.9610
H -3.0581 -1.8066 -4.5198
H -3.2135 -2.3445 -6.1909
H -2.8670 -0.6395 -5.8453
H -5.4574 -2.1315 -5.1551
H -5.2643 -1.0110 -6.5032
H -6.3735 0.1214 -4.6026
H -4.7921 0.8616 -4.9094
C 1.1862 -4.3356 6.8704
C 1.2032 -3.3278 8.0154
C 0.8461 -1.9099 7.5651
C 1.8530 -1.4301 6.5325
N 2.6883 -1.0321 5.6759
H 1.9320 -4.0927 6.1068
H 1.4188 -5.3382 7.2432
H 0.2007 -4.3695 6.3920
H 2.1984 -3.3321 8.4767
H 0.4909 -3.6500 8.7828
H 0.8586 -1.2292 8.4228
H -0.1580 -1.8865 7.1278
C -9.1417 0.0423 -0.9590
C -9.1201 1.2959 -1.8279
C -9.7853 1.0873 -3.1898
C -9.0531 -0.0012 -3.9575
N -8.4456 -0.9042 -4.5944
H -8.5795 -0.7773 -1.4178
H -8.6821 0.2461 0.0134
H -10.1691 -0.2979 -0.7864
H -8.0793 1.6131 -1.9668
H -9.6353 2.1045 -1.2978
H -9.7564 2.0167 -3.7681
H -10.8343 0.7974 -3.0653
C 6.7976 4.3352 -0.3482
C 6.8191 5.5888 -1.2171
C 6.1539 5.3802 -2.5790
C 6.8862 4.2917 -3.3467
N 7.4936 3.3888 -3.9836
H 7.3597 3.5156 -0.8070
H 7.2571 4.5390 0.6242
H 5.7701 3.9950 -0.1756
H 7.8599 5.9060 -1.3560
H 6.3039 6.3974 -0.6870
H 6.1829 6.3096 -3.1573
H 5.1050 5.0903 -2.4545
C -1.7745 -9.1473 -4.8642
C -1.7576 -8.1395 -3.7192
C -2.1147 -6.7215 -4.1695
C -1.1078 -6.2417 -5.2021
N -0.2725 -5.8437 -6.0587
H -1.0287 -8.9043 -5.6278
H -1.5420 -10.1498 -4.4914
H -2.7600 -9.1812 -5.3426
H -0.7624 -8.1438 -3.2579
H -2.4699 -8.4616 -2.9518
H -2.1021 -6.0409 -3.3118
H -3.1187 -6.6982 -4.6068
C -11.2344 0.0552 2.5986
C -12.6049 -0.5673 2.8458
C -12.8448 -1.8278 2.0126
C -12.7689 -1.4875 0.5331
N -12.7059 -1.2052 -0.6942
H -11.1214 0.3850 1.5609
H -11.0963 0.9350 3.2351
H -10.4331 -0.6579 2.8235
H -13.3782 0.1783 2.6238
H -12.6948 -0.8180 3.9085
H -13.8332 -2.2430 2.2357
H -12.0951 -2.5917 2.2458
C 3.1986 7.9027 0.2842
C 3.2202 9.1563 -0.5847
C 2.5550 8.9477 -1.9466
C 3.2872 7.8592 -2.7144
N 3.8946 6.9563 -3.3513
H 3.7608 7.0831 -0.1746
H 3.6581 8.1065 1.2565
H 2.1711 7.5625 0.4568
H 4.2610 9.4735 -0.7237
H 2.7050 9.9649 -0.0547
H 2.5839 9.8771 -2.5250
H 1.5060 8.6578 -1.8221
C -0.9149 6.3151 -3.9173
C -0.9808 5.5584 -2.5944
C -2.1731 5.9737 -1.7302
C -2.0734 7.4528 -1.3945
N -1.9908 8.6798 -1.1160
H -0.7815 7.3904 -3.7617
H -0.0654 5.9659 -4.5128
H -1.8284 6.1617 -4.5030
H -0.0466 5.7245 -2.0440
H -1.0458 4.4847 -2.8021
H -2.1835 5.3941 -0.8012
H -3.1145 5.7863 -2.2579
C 10.4851 0.2958 2.5434
C 10.4192 -0.4609 3.8663
C 9.2269 -0.0456 4.7304
C 9.3266 1.4335 5.0661
N 9.4092 2.6605 5.3446
H 10.6185 1.3711 2.6989
H 11.3346 -0.0535 1.9478
H 9.5716 0.1423 1.9576
H 11.3534 -0.2948 4.4166
H 10.3542 -1.5346 3.6586
H 9.2165 -0.6252 5.6594
H 8.2855 -0.2330 4.2027
```

Results
Total energy ... -4074.42756 a.u.
Net charge ... +1
E_HOMO ... -0.4066 Ha
Gap between HOMO and LUMO ... 8.242 eV
Multiplicity ... 1